The following is a quantum chemistry calculation of a molecular structure, C26H32I2IrN8O in a non-equilibrium geometry, from OMol25.

Geometry (Å):
Ir -15.10215 -4.48206 11.23086
I -16.18679 -1.64958 15.64062
C -17.41255 -2.39346 14.12410
C -18.81260 -2.29184 14.26919
C -19.66667 -2.85639 13.39323
I -21.68947 -2.66179 13.74616
C -19.16678 -3.50266 12.21390
C -19.91891 -4.17770 11.24047
C -19.33737 -4.75688 10.13756
C -17.96687 -4.62384 9.99475
N -17.20555 -4.04127 10.91926
C -17.77363 -3.50383 12.02907
C -16.87774 -3.01385 13.01101
O -15.56641 -3.20540 12.79780
H -19.21275 -1.74172 15.09561
H -20.98993 -4.28245 11.39668
H -19.93284 -5.29823 9.40417
H -17.41913 -5.04625 9.16297
C -15.62316 -7.84318 14.59067
N -14.67294 -7.53209 13.49115
C -15.10366 -7.90069 12.16622
C -13.49743 -6.92629 13.74770
N -12.94147 -6.19501 12.78627
C -11.61568 -5.72533 12.53105
C -10.36630 -5.79977 12.98879
C -9.34391 -5.17408 12.15850
C -9.49474 -4.03274 11.45057
C -10.70340 -3.25822 11.14306
C -11.93825 -3.76878 11.04032
N -13.11667 -3.20571 10.56837
C -13.15353 -2.62314 9.38851
N -12.25951 -2.82499 8.37649
C -11.78722 -1.71364 7.58876
C -11.47205 -4.03104 8.21603
N -14.22127 -1.85864 9.04591
C -14.66863 -1.80536 7.66056
C -14.92427 -1.02341 10.00157
N -12.91560 -7.07612 14.99297
C -12.74957 -8.42622 15.54536
C -12.27509 -5.98248 15.70784
H -16.57743 -7.42413 14.30059
H -15.25948 -7.37698 15.49938
H -15.69104 -8.92951 14.72087
H -15.37608 -8.95149 12.20996
H -14.32023 -7.72309 11.43216
H -15.96165 -7.26738 11.95976
H -10.08495 -6.37918 13.84950
H -8.32866 -5.55309 12.22154
H -8.56529 -3.70830 11.02418
H -10.50482 -2.22446 10.88408
H -12.18190 -0.78662 8.02532
H -12.10297 -1.77053 6.54641
H -10.71010 -1.66027 7.58457
H -11.94240 -4.83091 8.78145
H -10.45358 -3.92591 8.60374
H -11.45915 -4.27866 7.17393
H -14.60579 -2.77925 7.16556
H -14.16016 -1.07064 7.05354
H -15.70526 -1.52744 7.72331
H -14.39495 -1.03980 10.94296
H -15.95672 -1.37917 10.16543
H -14.96186 -0.01140 9.61604
H -13.08711 -9.13731 14.81611
H -13.36926 -8.59516 16.43498
H -11.70093 -8.62112 15.76552
H -12.39673 -5.07239 15.11482
H -11.22333 -6.19577 15.90249
H -12.77508 -5.81685 16.64365
N -12.09129 -5.14743 11.32329
C -13.43436 -5.46946 11.64561

Properties
⟨S²⟩: 6.049
Frontier orbital gap (alpha / beta), eV: 4.3 / 5.3
Spin multiplicity: 5
Charge: +1
LUMO level (alpha / beta), eV: -2.8 / -4.6
HOMO (alpha / beta), eV: -7.144 / -9.986


The following is a quantum chemistry calculation of C26H32N2O2 in the gas phase, from OMol25.

Geometry (Å):
C 0.99911 1.72158 -3.78419
O 1.69325 0.65735 -3.17827
C 1.14056 0.06880 -2.07572
C 1.82058 -1.03687 -1.56809
C 1.32893 -1.71925 -0.47679
C 0.15951 -1.31356 0.15182
C -0.40479 -2.08805 1.32217
C -0.07582 -1.42072 2.66325
C 1.40173 -1.56655 3.04171
N 2.23897 -0.65910 2.28993
C 2.24383 0.72302 2.75761
C 1.78610 1.66347 1.67179
C 2.58009 1.87876 0.55207
C 2.18712 2.74209 -0.44590
C 0.97410 3.43384 -0.36526
N 0.57039 4.24877 -1.42941
C 1.50820 5.23181 -1.92909
C -0.78743 4.73991 -1.43781
C 0.17300 3.20542 0.75250
C 0.57736 2.33404 1.74730
C -1.88496 -2.28955 1.09621
C -2.86940 -1.57784 1.75751
C -4.21383 -1.77912 1.48180
C -4.58440 -2.70291 0.52683
C -3.61813 -3.42486 -0.15600
C -2.27303 -3.22257 0.11822
O -1.25435 -3.88712 -0.50301
C -1.56493 -4.78287 -1.53847
C -0.49866 -0.20019 -0.34485
C -0.02810 0.48349 -1.45217
H 1.60990 2.02377 -4.63445
H 0.01528 1.40086 -4.14440
H 0.87744 2.56730 -3.10125
H 2.72965 -1.34877 -2.05906
H 1.85810 -2.58617 -0.11077
H 0.05758 -3.08115 1.31627
H -0.31982 -0.36007 2.61456
H -0.67792 -1.88912 3.44590
H 1.50097 -1.40869 4.13312
H 1.72614 -2.58840 2.82867
H 3.17929 -1.01811 2.20310
H 1.58320 0.82440 3.62650
H 3.25251 1.01984 3.07598
H 3.51757 1.35140 0.45835
H 2.82182 2.86308 -1.31079
H 1.44457 6.17314 -1.36493
H 2.52580 4.86092 -1.85950
H 1.28358 5.44374 -2.97665
H -0.99856 5.14026 -2.43068
H -0.96416 5.53804 -0.70290
H -1.47639 3.91929 -1.24547
H -0.77095 3.71495 0.86627
H -0.06287 2.19252 2.60789
H -2.59244 -0.84759 2.50154
H -4.96414 -1.21179 2.01207
H -5.62778 -2.86909 0.30231
H -3.92869 -4.14050 -0.90118
H -2.09505 -4.28454 -2.35663
H -0.60743 -5.15037 -1.90493
H -2.16252 -5.62819 -1.17944
H -1.41120 0.13674 0.12582
H -0.57916 1.33588 -1.81639

Properties
Frontier orbital gap, eV: 8.3
Relative energy (zero: lowest compared OMol25 entry of this formula, charge and spin), kJ/mol: 289.8
Spin multiplicity: 1
Charge: 0
LUMO level, eV: 0.8
SMILES: COc1ccc([C@@H](CCNCc2ccc(N(C)C)cc2)c2ccccc2OC)cc1
HOMO, eV: -7.495


The following is a quantum chemistry calculation of C26H32N2O3 in the gas phase in a non-equilibrium geometry, from OMol25.

Geometry (Å):
O 2.22776 3.52757 -1.32100
C 1.16541 2.95880 -1.42738
C 0.21100 2.90733 -0.28511
C 0.76210 2.92696 0.99364
C -0.01595 2.81645 2.14009
C -1.37452 2.70673 1.96116
C -1.94184 2.71847 0.68249
C -1.17924 2.80732 -0.45295
O -3.30328 2.62004 0.79418
C -3.57203 2.49869 2.17417
O -2.36094 2.59232 2.89444
C 0.76153 2.19962 -2.68244
C 1.88677 2.23345 -3.72708
C 1.89765 0.95238 -4.55508
C 2.17792 -0.25938 -3.65441
N 1.70793 0.01529 -2.31442
C 1.88276 -1.03043 -1.32829
C 0.73518 -2.05242 -1.25875
C 0.94700 -3.02699 -0.10252
N 1.02662 -2.27247 1.12506
C 0.76738 -2.98336 2.35553
C -0.10076 -2.11367 3.28809
C -1.42616 -1.85192 2.63711
C -1.54162 -0.87581 1.65438
C -2.73530 -0.69357 0.97976
C -3.84011 -1.46616 1.29792
C -3.74037 -2.42780 2.28832
C -2.53790 -2.62478 2.94481
C 2.21479 -1.44991 1.13798
C 2.09924 -0.38984 0.04828
C 0.45624 0.72689 -2.32664
H 1.83398 3.01674 1.07897
H 0.41904 2.81626 3.12512
H -1.64344 2.81897 -1.42427
H -4.04174 1.52163 2.37418
H -4.25097 3.30551 2.48977
H -0.14520 2.66467 -3.07991
H 1.77385 3.10344 -4.37496
H 2.83828 2.32812 -3.20232
H 0.93410 0.83651 -5.05577
H 2.66274 1.01574 -5.32944
H 1.70807 -1.16014 -4.09168
H 3.25584 -0.43936 -3.59522
H 2.80131 -1.56575 -1.59956
H -0.20966 -1.53554 -1.08933
H 0.66740 -2.60085 -2.20059
H 0.09591 -3.70990 -0.04503
H 1.86110 -3.62585 -0.28143
H 0.21875 -3.90132 2.13048
H 1.69654 -3.26544 2.87621
H -0.23506 -2.63539 4.23706
H 0.41582 -1.17151 3.47633
H -0.68472 -0.26538 1.41521
H -2.80921 0.05220 0.20072
H -4.77437 -1.31859 0.77537
H -4.59930 -3.03154 2.54436
H -2.46282 -3.38794 3.70726
H 2.30190 -0.96325 2.11177
H 3.12725 -2.05597 0.97629
H 1.25717 0.25953 0.28615
H 2.99764 0.22725 0.01792
H -0.24766 0.30898 -3.06526
H -0.01984 0.66842 -1.34974

Properties
Frontier orbital gap, eV: 8.7
Relative energy (zero: lowest compared OMol25 entry of this formula, charge and spin), kJ/mol: 64.3
Spin multiplicity: 1
Charge: 0
LUMO level, eV: 0.7
SMILES: O=C(c1ccc2c(c1)OCO2)[C@H]1CCCN(C2CCN(CCc3ccccc3)CC2)C1
HOMO, eV: -8.083


The following is a quantum chemistry calculation of C26H32N2O4 in the gas phase, from OMol25.

Geometry (Å):
C -6.99297 0.84563 2.19132
C -6.68043 -0.43470 2.14319
C -5.36230 -0.98219 1.67071
O -4.47878 -0.03038 1.12874
C -4.72892 0.48278 -0.11586
C -5.84243 0.16337 -0.88424
C -6.00074 0.71125 -2.14568
C -5.05694 1.58288 -2.65497
C -3.95371 1.91132 -1.88687
C -3.77519 1.37806 -0.62144
C -2.55489 1.74646 0.17889
N -1.34972 1.23243 -0.46213
C -0.12400 1.70424 0.14814
C 0.16982 1.07668 1.51782
C 0.18618 -0.45211 1.41388
O 1.26039 -0.91461 0.59895
C 2.55454 -0.60349 0.88141
C 3.38400 -0.52151 -0.23095
C 4.74364 -0.25986 -0.11745
C 5.65901 -0.16369 -1.28936
O 6.66255 0.52488 -1.28216
N 5.29626 -0.91825 -2.35639
C 6.05651 -0.96547 -3.55956
C 5.35708 -1.15745 -4.87040
C 6.20183 -2.26127 -4.29799
C 5.27324 -0.04076 1.14660
C 4.47001 -0.13229 2.26660
C 3.11632 -0.43146 2.16421
O 2.29295 -0.57080 3.24950
C 2.81527 -0.32879 4.53321
C -1.09491 -0.94559 0.73691
C -1.31686 -0.21111 -0.59157
H -7.95037 1.18273 2.54831
H -6.30315 1.60866 1.87101
H -7.37560 -1.19687 2.46942
H -5.53188 -1.80429 0.95925
H -4.82432 -1.39860 2.53201
H -6.59995 -0.50400 -0.50449
H -6.87238 0.45030 -2.72758
H -5.18120 2.00714 -3.63958
H -3.20318 2.58706 -2.26748
H -2.68376 1.39445 1.21126
H -2.45976 2.83735 0.19866
H -0.17268 2.79240 0.23993
H 0.69410 1.45720 -0.53603
H -0.59544 1.36701 2.23923
H 1.13271 1.43670 1.88331
H 0.26744 -0.89217 2.41592
H 2.90798 -0.64277 -1.19265
H 4.49360 -1.52328 -2.29015
H 6.90000 -0.29055 -3.49923
H 5.72143 -0.61961 -5.73123
H 4.28495 -1.28487 -4.85930
H 7.14842 -2.48397 -4.76425
H 5.69698 -3.12998 -3.90239
H 6.32188 0.19277 1.24044
H 4.91521 0.02105 3.23639
H 1.97830 -0.46607 5.21654
H 3.19547 0.69314 4.62837
H 3.60771 -1.03984 4.78656
H -1.94037 -0.77275 1.40328
H -1.01185 -2.01682 0.55160
H -2.25175 -0.53987 -1.04972
H -0.49536 -0.45584 -1.27047

Properties
Frontier orbital gap, eV: 8.8
Relative energy (zero: lowest compared OMol25 entry of this formula, charge and spin), kJ/mol: 318.0
Spin multiplicity: 1
Charge: 0
LUMO level, eV: 0.7
SMILES: C=CCOc1ccccc1CN1CCC(Oc2cc(C(=O)NC3CC3)ccc2OC)CC1
HOMO, eV: -8.101